[1]
Formula: C4H5F
Source: the OMol25 dataset
Level of theory: wB97M-V/def2-TZVPD

Geometry as XYZ:
```
10
C4H5F, DFT wB97M-V/def2-TZVPD
C 1.2540 -0.5186 -0.2159
C 0.1909 0.2360 0.4063
C -1.1919 -0.1775 0.0018
C -2.3835 0.1376 -0.0798
H 2.1757 -0.1535 0.2153
H 1.3279 -0.0041 -1.2269
H 1.2345 -1.6186 -0.0838
H 0.4497 0.2696 1.4224
H -3.3933 0.2119 -0.3215
F 0.3361 1.6173 -0.1179
```

For the energy above the lowest of the compared OMol25 structures with the same formula, charge and spin, the calculation gives 40.90 kcal/mol. The total energy is -6943.4431 eV. Its SMILES is C#C[C@@H](C)F. For the gap between HOMO and LUMO, the calculation gives 0.419 Ha. The highest occupied orbital energy is -10.53 eV.

These are the natural (NBO) partial charges, in e, on atoms 1 to 8: -0.654, 0.141, -0.075, -0.151, 0.216, 0.244, 0.237, 0.202


[2]
Formula: C4H5F2LiO2Tl
Source: the OMol25 dataset
Level of theory: wB97M-V/def2-TZVPD

Geometry as XYZ:
```
15
C4H5F2LiO2Tl, DFT wB97M-V/def2-TZVPD
O 0.7108 2.1113 0.1284
C 1.1123 1.4217 -1.0255
C 1.0335 -0.0844 -0.7983
Li 1.9154 2.4092 1.3882
H 2.1392 1.6735 -1.3505
H 0.4699 1.7377 -1.8816
F 1.0503 -0.6435 -2.1539
C -0.5003 -1.5634 0.4327
C -1.7334 -1.9805 0.7179
O -0.3435 -0.3197 -0.3783
H 0.3831 -2.2097 0.4074
F -0.6816 0.3661 2.2920
H -2.5767 -1.2879 0.7320
H -1.9073 -3.0448 0.8698
Tl -1.0717 1.4144 0.6195
```

For the energy above the lowest of the compared OMol25 structures with the same formula, charge and spin, the calculation gives 9.72 kcal/mol. The total energy is -18652.1298 eV. For the gap between HOMO and LUMO (spin up / spin down), the calculation gives 0.210 / 0.176 Ha. Its spin multiplicity is 2. The highest occupied orbital energy (spin up / spin down) is -7.05 / -6.60 eV.

These are the Mulliken partial charges, in e, on atoms 1 to 8: -0.716, -0.497, 0.232, 0.852, 0.318, 0.212, -0.301, 0.115


[3]
Formula: C4H5F2N
Source: the OMol25 dataset
Level of theory: wB97M-V/def2-TZVPD

Geometry as XYZ:
```
12
C4H5F2N, DFT wB97M-V/def2-TZVPD
C -0.3782 -1.7180 0.1371
C 1.3497 -0.0137 -0.3399
C 0.2318 -0.4988 0.6312
C -1.2317 1.1347 0.0153
N -0.7003 -2.7829 -0.1640
F -2.3154 1.1979 0.9075
F -1.6749 0.8700 -1.1754
H 1.0703 0.1132 -1.4200
H 2.2549 -0.7986 -0.3711
H 1.9692 0.7848 0.0128
H 0.1068 -0.3434 1.6806
H -0.6822 2.0548 0.0859
```

For the energy above the lowest of the compared OMol25 structures with the same formula, charge and spin, the calculation gives 62.34 kcal/mol. The total energy is -11150.7784 eV. For the gap between HOMO and LUMO (spin up / spin down), the calculation gives 0.345 / 0.345 Ha. The highest occupied orbital energy (spin up / spin down) is -9.53 / -9.53 eV.

These are the natural (NBO) partial charges, in e, on atoms 1 to 8: 0.229, -0.653, -0.305, 0.610, -0.299, -0.360, -0.308, 0.243


[4]
Formula: C4H5F3
Source: the OMol25 dataset
Level of theory: wB97M-V/def2-TZVPD

Geometry as XYZ:
```
12
C4H5F3, DFT wB97M-V/def2-TZVPD
C -1.0206 0.0954 -2.5487
C -0.3257 0.9882 -2.1504
C 0.9890 -0.4679 0.7489
C -0.2680 -0.1932 1.5908
F 0.6624 1.7467 -1.8188
F 0.0051 0.8079 2.5637
F -1.2469 0.3104 0.7917
H -1.7627 -0.6535 -2.8594
H -0.9040 -0.9289 2.2557
H 0.9151 -1.4522 0.2099
H 1.1199 0.2505 -0.1629
H 1.8364 -0.5033 1.3795
```

For the energy above the lowest of the compared OMol25 structures with the same formula, charge and spin, the calculation gives 61.56 kcal/mol. The total energy is -12377.9607 eV. Its SMILES is CC(F)F.C#CF. For the gap between HOMO and LUMO, the calculation gives 0.422 Ha. The highest occupied orbital energy is -10.66 eV.

These are the natural (NBO) partial charges, in e, on atoms 1 to 8: -0.391, 0.403, -0.688, 0.554, -0.266, -0.381, -0.353, 0.256


[5]
Formula: C4H5F3N2
Source: the OMol25 dataset
Level of theory: wB97M-V/def2-TZVPD

Geometry as XYZ:
```
14
C4H5F3N2, DFT wB97M-V/def2-TZVPD
C 1.4391 -2.8194 -0.5343
C 0.8145 1.9775 -0.2157
C -0.6131 0.4051 0.9649
C -1.7025 0.1772 -0.0116
N 1.4222 -1.9117 0.1650
N 0.5550 1.0272 0.6341
F -1.5694 -1.0498 -0.7435
F -2.9097 0.1071 0.6735
F -1.8433 1.0212 -1.0090
H 1.5721 -3.5758 -1.3446
H 1.8219 2.1304 -0.4200
H 0.1405 2.1038 -1.0298
H -0.4852 -0.4544 1.5845
H 1.3579 0.8616 1.2864
```

For the energy above the lowest of the compared OMol25 structures with the same formula, charge and spin, the calculation gives 58.27 kcal/mol. The total energy is -15358.7085 eV. For the gap between HOMO and LUMO (spin up / spin down), the calculation gives 0.306 / 0.306 Ha. The highest occupied orbital energy (spin up / spin down) is -7.65 / -7.65 eV.

These are the natural (NBO) partial charges, in e, on atoms 1 to 8: 0.095, -0.252, -0.336, 0.947, -0.345, -0.343, -0.379, -0.338


[6]
Formula: C4H5F3O
Source: the OMol25 dataset
Level of theory: wB97M-V/def2-TZVPD

Geometry as XYZ:
```
13
C4H5F3O, DFT wB97M-V/def2-TZVPD
C 1.1133 1.9374 -0.1537
C 1.1043 0.6256 -0.0175
C -1.1597 -0.6757 0.6546
C 2.2384 -0.3305 -0.2820
O -0.8166 -1.8452 0.0700
F 2.1928 -1.2811 0.6830
F 3.5612 0.1743 -0.1439
F 2.1676 -0.9495 -1.4351
H 2.0473 2.5662 -0.3405
H 0.2234 2.6024 -0.1629
H -0.8846 -0.3463 1.7149
H -1.8414 -0.1125 -0.0586
H -0.4354 -2.4625 0.6509
```

For the energy above the lowest of the compared OMol25 structures with the same formula, charge and spin, the calculation gives 85.57 kcal/mol. The total energy is -14424.3337 eV. For the gap between HOMO and LUMO (spin up / spin down), the calculation gives 0.333 / 0.269 Ha. The highest occupied orbital energy (spin up / spin down) is -8.96 / -8.06 eV.

These are the natural (NBO) partial charges, in e, on atoms 1 to 8: -0.466, -0.140, 0.038, 0.897, -0.645, -0.348, -0.359, -0.303